Record 1
C17H21ClN2O2 | the ωB97M-V functional and the def2-TZVPD basis

```
43
Properties=species:S:1:pos:R:3:lowdin_charge:R:1
C 3.27565 -0.81737 2.63682 -0.079
C 2.15193 -0.40001 3.51448 -0.278
C 0.99069 -1.21425 3.24763 -0.175
C -0.17765 -1.00508 4.45070 -0.035
C -0.85579 0.55319 4.63814 -0.182
C -1.65884 0.83799 3.60691 -0.297
N -0.96199 1.06967 2.47741 0.039
N 0.30687 2.20402 2.43403 0.238
C 0.84536 2.24730 1.21840 -0.372
C 1.63232 3.21765 0.85431 -0.062
C -0.18101 1.47139 0.13286 -0.058
C 0.55148 0.41679 -0.60508 -0.168
O 1.78783 0.10947 -0.18036 0.010
C 0.20726 -0.08013 -1.96049 -0.169
C 1.02266 -0.92029 -2.63923 -0.004
C 0.50876 -1.27384 -3.82909 -0.134
C -0.73345 -1.38465 -4.03187 -0.572
Cl -1.62907 -1.94028 -5.60337 0.535
C -1.60131 -0.64459 -3.31627 -0.119
C -1.17677 -0.16716 -2.06335 0.007
C -1.11929 0.89080 1.07296 -0.403
O -2.00115 0.11089 0.80585 0.082
H 3.46790 -1.94219 2.72696 0.125
H 3.03790 -0.74865 1.82582 -0.115
H 4.14714 -0.12513 2.95436 0.126
H 2.59050 -0.56121 4.69323 0.172
H 2.09911 0.61760 3.67653 0.055
H 1.21146 -2.09599 3.33272 0.025
H 0.53003 -1.22113 2.49926 -0.007
H -1.03145 -1.68561 4.33504 0.082
H 0.48694 -1.38442 5.39695 0.134
H -1.24113 0.40539 5.55233 0.069
H 0.01939 1.14244 4.81445 0.101
H -2.18576 0.13342 3.20141 0.087
H -2.15223 1.89137 3.85761 0.186
H 2.22624 3.58323 1.73575 0.114
H 1.56532 3.94318 0.06692 0.096
H 2.59451 2.35183 0.61684 0.204
H -0.70497 2.03524 -0.55306 0.133
H 1.99143 -0.98328 -2.30975 0.106
H 1.32166 -1.88931 -4.58679 0.202
H -2.75291 -0.52639 -3.65067 0.155
H -1.75767 0.70044 -1.57230 0.145
```

Calculated values
Kohn-Sham gap, hartree: 0.2947
Energy relative to the best compared isomer or geometry (same formula, charge and spin), kJ/mol: 1635.8
HOMO level, Ha: -0.32215
SMILES: CCCCCCN1N=C(C)[C@@H](C(=O)c2ccc(Cl)cc2)C1=O
LUMO level, eV: -0.747

***

Record 2
C17H21ClN6 | the ωB97M-V functional and the def2-TZVPD basis

```
45
Properties=species:S:1:pos:R:3:lowdin_charge:R:1
C -5.47761 -1.07570 0.90734 -0.097
N -4.14490 -1.03265 0.33994 -0.300
C -3.73957 -2.34907 -0.11163 -0.105
C -4.03778 -0.04674 -0.72660 -0.223
C -4.04012 1.39355 -0.20145 -0.164
C -3.16673 1.55349 1.05375 -0.190
N -1.94241 0.79886 0.97259 0.059
C -0.88469 1.21659 0.25576 -0.282
N -0.84600 2.48005 -0.17386 0.132
C 0.21861 2.90145 -0.84220 -0.215
N 1.29932 2.23095 -1.17569 0.125
C 1.27330 0.96505 -0.74471 -0.293
C 0.21391 0.37049 -0.02081 -0.070
C 0.64424 -0.96057 0.17480 -0.084
N 1.82354 -1.15050 -0.36528 0.110
N 2.20694 0.01035 -0.92225 -0.096
C 3.48839 0.15910 -1.56100 -0.101
C 4.60418 -0.19179 -0.61206 -0.232
C 5.38318 -1.32165 -0.82084 -0.037
C 6.39676 -1.66410 0.05603 -0.081
C 6.64230 -0.87693 1.16773 -0.083
C 5.87396 0.24963 1.40007 -0.105
C 4.86250 0.58533 0.51462 -0.590
Cl 3.91252 2.00034 0.82818 0.747
H -5.48751 -1.78019 1.73815 0.086
H -5.74756 -0.09276 1.28559 0.076
H -6.23644 -1.38947 0.17344 0.090
H -4.38640 -2.74456 -0.90981 0.089
H -2.71693 -2.30869 -0.48656 0.077
H -3.77326 -3.03845 0.73151 0.084
H -4.84320 -0.16411 -1.47252 0.123
H -3.08922 -0.22425 -1.24088 0.113
H -3.65235 2.03741 -0.99161 0.106
H -5.05308 1.72231 0.03171 0.101
H -2.90385 2.60468 1.18196 0.111
H -3.70535 1.19937 1.93407 0.113
H -2.04537 -0.19481 1.11708 0.126
H 0.18452 3.93541 -1.16189 0.107
H 0.14717 -1.76562 0.68014 0.103
H 3.55143 1.20511 -1.87508 0.119
H 3.53346 -0.49308 -2.43907 0.129
H 5.18649 -1.94000 -1.68382 0.112
H 6.99134 -2.54618 -0.12645 0.102
H 7.42993 -1.13826 1.85791 0.104
H 6.05236 0.87063 2.26370 0.102
```

Calculated values
Kohn-Sham gap, hartree: 0.3319
Energy relative to the best compared isomer or geometry (same formula, charge and spin), kJ/mol: 101.3
HOMO level, Ha: -0.30264
SMILES: CN(C)CCCNc1ncnc2c1cnn2Cc1ccccc1Cl
LUMO level, eV: 0.797

***

Record 3
C17H21F3N4O4PS | the ωB97M-V functional and the def2-TZVPD basis

```
51
Properties=species:S:1:pos:R:3:lowdin_charge:R:1
F -2.07286 -2.89967 -3.28782 0.169
C -3.03672 -1.97553 -3.37772 -0.610
F -4.14543 -2.46525 -2.87372 0.209
F -3.21306 -1.73955 -4.69144 0.156
C -2.64204 -0.68644 -2.65567 -0.139
C -2.04852 -0.88881 -1.27269 -0.139
N -1.96320 0.42522 -0.66269 -0.059
C -1.07360 1.35849 -1.35716 -0.485
P -1.62518 3.08241 -0.89036 0.378
S -3.53969 3.33697 -1.00135 0.157
C -1.17961 1.34946 -2.89491 -0.114
N -1.64255 0.03649 -3.50322 0.119
H -3.52449 -0.03827 -2.55969 0.187
H -2.73611 -1.50995 -0.68531 0.152
H -1.08217 -1.42337 -1.35580 0.144
H -1.60420 0.34517 0.28631 0.076
H -0.03976 1.21093 -1.04176 0.094
H -0.91491 3.85484 -1.81904 -0.003
H -0.99824 3.32979 0.33415 -0.009
H -0.19301 1.56567 -3.31358 0.129
H -1.89491 2.09478 -3.27096 0.111
H -0.83717 -0.57565 -3.67877 0.194
H -2.06149 0.22792 -4.41759 0.186
C 5.53908 -0.40903 -0.29693 -0.055
C 4.81338 0.08714 0.77849 -0.049
C 3.76372 0.96700 0.56619 0.001
C 3.46783 1.31978 -0.73935 -0.150
C 4.17473 0.84173 -1.83162 -0.004
C 5.22308 -0.03224 -1.59755 -0.058
N 2.34758 2.23907 -0.97043 -0.343
O 1.77537 2.69873 -0.00265 0.067
O 2.02544 2.48185 -2.12866 0.042
H 6.36077 -1.09066 -0.12144 0.113
H 5.06454 -0.20641 1.78848 0.115
H 3.18250 1.36261 1.38538 0.107
H 3.91916 1.16295 -2.83045 0.117
H 5.79939 -0.41224 -2.42999 0.112
C -1.88802 -2.47253 5.38919 -0.053
C -0.49988 -2.43042 5.41726 -0.051
C 0.19066 -1.62154 4.52933 0.005
C -0.54104 -0.87106 3.62502 -0.148
C -1.92526 -0.89147 3.57790 -0.002
C -2.59860 -1.70595 4.47333 -0.055
N 0.18692 -0.00554 2.68637 -0.317
O 1.39654 0.02428 2.74649 0.098
O -0.46829 0.64806 1.88231 0.024
H -2.42041 -3.10132 6.09030 0.114
H 0.04861 -3.02467 6.13505 0.115
H 1.26897 -1.56819 4.53422 0.122
H -2.45835 -0.27147 2.87225 0.117
H -3.67954 -1.73412 4.46228 0.114
```

Calculated values
Kohn-Sham gap, hartree: 0.2981
Energy relative to the best compared isomer or geometry (same formula, charge and spin), kJ/mol: 0.0
HOMO level, Ha: -0.41737
Total charge: +1
LUMO level, eV: -3.245

***

Record 4
C17H21F5IO12 | the ωB97M-V functional and the def2-TZVPD basis

```
56
Properties=species:S:1:pos:R:3:lowdin_charge:R:1
C 5.76336 -1.27123 1.05416 -0.186
C 7.02143 -0.46843 1.45112 -0.461
C 6.99832 1.05091 1.49763 -0.660
I 5.26373 1.57202 2.84490 0.421
C 6.65175 1.68464 0.13092 -0.383
C 7.24030 0.92806 -1.03683 -0.234
F 6.87185 1.54603 -2.26279 -0.112
H 5.15091 -0.72719 0.33205 0.061
H 6.03368 -2.22602 0.59196 0.057
H 5.14902 -1.48134 1.92754 0.026
H 7.34385 -0.81614 2.43834 0.067
H 7.84290 -0.73699 0.77170 0.076
H 7.07978 2.69229 0.10307 0.082
H 5.57946 1.80521 -0.07644 0.061
H 8.33375 0.94052 -1.01750 0.111
H 6.88970 -0.10166 -1.09900 0.096
C 1.29307 -4.18040 1.94058 -0.061
C 1.56317 -2.69798 2.12477 -0.310
O 2.80719 -2.54252 1.47976 0.129
C 2.93226 -3.50351 0.53195 -0.538
O 3.72482 -3.52043 -0.34252 0.187
O 1.97609 -4.46361 0.72357 0.059
F 1.69341 -2.36989 3.43410 0.074
H 1.74760 -4.74210 2.75965 0.140
H 0.24015 -4.42994 1.84144 0.132
H 0.82277 -2.04963 1.65889 0.146
C -2.01532 -0.46787 4.39142 -0.027
C -3.33978 -1.10671 4.01048 -0.307
O -3.20481 -1.27540 2.60747 0.120
C -1.87431 -1.34519 2.31790 -0.554
O -1.43343 -1.68593 1.26914 0.168
O -1.14218 -0.97928 3.38036 0.082
F -4.39975 -0.31042 4.26127 0.086
H -2.08185 0.61718 4.30195 0.151
H -1.64233 -0.75023 5.37015 0.143
H -3.52229 -2.08292 4.46400 0.172
C -4.46804 0.46599 -1.25586 -0.033
C -3.46012 0.80681 -0.17385 -0.304
O -4.21592 1.64719 0.68659 0.134
C -5.53184 1.34878 0.53622 -0.558
O -6.39874 1.72634 1.25142 0.170
O -5.70869 0.55250 -0.54219 0.069
F -2.39458 1.48752 -0.63983 0.096
H -4.44931 1.21546 -2.04668 0.112
H -4.34832 -0.53335 -1.66284 0.141
H -3.11627 -0.05209 0.39955 0.138
C -6.46586 3.40862 -5.65067 -0.050
C -5.41771 2.86140 -6.60416 -0.316
O -4.23968 2.91664 -5.82951 0.140
C -4.57970 2.90173 -4.51165 -0.538
O -3.82251 2.74429 -3.61668 0.185
O -5.91604 3.07757 -4.37627 0.072
F -5.26866 3.63512 -7.70513 0.075
H -6.52558 4.49359 -5.75221 0.145
H -7.44855 2.96067 -5.75741 0.138
H -5.58217 1.83136 -6.92598 0.172
```

Calculated values
Kohn-Sham gap, hartree: 0.1255
HOMO level, Ha: -0.06926
Total charge: -1
LUMO level, eV: 1.532

***

Question: The highest LUMO level belongs to which entry?
Answer: C17H21F5IO12

***

Question: Which value of LUMO level does entry 3 give?
Answer: -3.245 eV